Arrangement w

Entry from the OMol25 dataset: a 2-piece molecular cluster, C8H8N4O4 overall (the ωB97M-V functional and the def2-TZVPD basis).

```
24
C8H8N4O4 the ωB97M-V functional and the def2-TZVPD basis
O 4.13 1.80 0.31
C 3.43 0.90 -0.07
C 2.28 1.20 -0.94
C 1.33 0.28 -1.30
N 1.41 -0.92 -0.68
C 2.41 -1.28 0.07
O 2.38 -2.38 0.52
N 3.55 -0.50 0.19
H 2.45 2.11 -1.39
H 0.49 0.54 -1.82
H 0.89 -1.63 -1.17
H 4.11 -0.84 1.04
O -3.07 2.60 0.11
C -2.47 1.53 0.31
C -1.46 0.95 1.19
C -1.37 -0.45 1.21
N -2.11 -1.19 0.43
C -3.25 -0.88 -0.33
O -4.05 -1.66 -0.79
N -3.23 0.47 -0.43
H -0.76 1.57 1.89
H -0.82 -0.87 1.92
H -2.40 -2.26 0.78
H -3.85 0.91 -1.04
```

LUMO level in eV: -0.083
SMILES: O=c1cc[nH]c(=O)[nH]1.O=c1cc[nH]c(=O)[nH]1
Spin multiplicity: 1

---

Arrangement x

Entry from the OMol25 dataset: a 2-piece molecular cluster, C8H8N4O4 overall (the ωB97M-V functional and the def2-TZVPD basis).

```
24
C8H8N4O4 the ωB97M-V functional and the def2-TZVPD basis
O -0.58 1.59 -0.11
C -1.67 1.12 -0.04
C -2.90 1.87 -0.16
C -3.97 1.21 0.15
N -4.18 -0.07 0.20
C -3.11 -0.94 0.46
O -3.10 -2.11 0.68
N -1.95 -0.29 0.06
H -2.99 2.87 -0.74
H -4.95 1.55 0.18
H -4.95 -0.33 1.07
H -1.22 -0.98 0.27
O 5.23 -2.06 0.02
C 4.27 -1.40 0.09
C 4.23 0.10 -0.25
C 3.18 0.77 -0.64
N 1.87 0.36 -0.41
C 1.59 -0.90 0.09
O 0.49 -1.46 0.07
N 2.84 -1.70 0.63
H 5.20 0.45 -0.51
H 3.11 1.81 -0.89
H 1.06 1.20 -0.66
H 2.47 -2.69 0.42
```

LUMO level in eV: 0.234
SMILES: O=c1cc[nH]c(=O)[nH]1.O=c1cc[nH]c(=O)[nH]1
Spin multiplicity: 1

---

Most favorable structure: arrangement w. The second most favorable one is 0.0449 hartree above it.

---

Arrangement w

Entry from the OMol25 dataset: an isolated ion of composition C6H13N2O2S and charge -1 (the ωB97M-V functional and the def2-TZVPD basis).

```
24
C6H13N2O2S the ωB97M-V functional and the def2-TZVPD basis
C -1.07 0.85 0.46
C -0.31 -0.39 0.31
C -0.02 -0.93 1.74
C -1.20 -1.42 -0.45
C 1.07 -0.04 -0.31
S 1.97 -1.59 -0.91
N 0.81 0.60 -1.59
N 1.34 2.01 -1.58
C 2.10 0.66 0.63
O 3.26 0.28 0.59
O 1.55 1.52 1.34
H -1.13 1.49 -0.53
H -2.09 0.60 0.62
H -0.52 1.53 1.10
H 0.63 -1.73 1.60
H 0.53 -0.28 2.28
H -0.98 -1.13 2.36
H -0.60 -2.30 -0.61
H -2.01 -1.54 0.21
H -1.46 -1.04 -1.50
H 3.07 -1.13 -0.07
H 1.27 0.14 -2.34
H 2.21 1.89 -2.19
H 1.56 2.25 -0.63
```

LUMO level in eV: 3.374
SMILES: CC(C)(C)[C@@](S)(NN)C(=O)[O-]
Spin multiplicity: 1
Net charge: -1

---

Arrangement x

Entry from the OMol25 dataset: an isolated ion of composition C6H13N2O2S and charge -1 (the ωB97M-V functional and the def2-TZVPD basis).

```
24
C6H13N2O2S the ωB97M-V functional and the def2-TZVPD basis
C 1.15 -1.87 0.67
C 1.85 -0.57 0.12
C -0.33 -1.43 0.89
C 1.28 -0.15 -1.22
C -0.98 -0.96 -0.40
C -0.23 0.24 -0.96
N -1.55 3.58 0.98
N -0.26 1.30 0.00
O -2.32 -0.64 -0.10
O -2.20 2.44 -1.23
S -1.82 2.23 0.21
H 1.36 -2.69 0.03
H 1.79 -2.19 1.47
H 1.73 0.19 0.95
H 2.94 -0.83 0.09
H -0.79 -2.32 1.48
H -0.15 -0.64 1.66
H 1.66 0.79 -1.46
H 1.36 -1.02 -2.04
H -0.98 -1.94 -0.90
H -2.30 0.40 -0.03
H -0.65 0.73 -1.85
H -0.90 3.30 1.70
H 0.37 2.07 -0.06
```

LUMO level in eV: 3.506
Spin multiplicity: 1
Net charge: -1

---

Most favorable structure: arrangement w. The second most favorable one is 0.0399 hartree above it.

---

Arrangement w

Entry from the OMol25 dataset: an isolated molecule of Cl2HOP (the ωB97M-V functional and the def2-TZVPD basis).

```
5
Cl2HOP the ωB97M-V functional and the def2-TZVPD basis
O 0.33 -0.60 0.94
P 0.26 0.00 -0.67
Cl 0.01 2.28 -0.48
Cl -1.64 -0.43 -0.88
H 1.04 -1.25 1.08
```

LUMO level in eV: -0.113
SMILES: OP(Cl)Cl
Spin multiplicity: 1

---

Arrangement x

Entry from the OMol25 dataset: a 2-piece molecular cluster, Cl2HOP overall (the ωB97M-V functional and the def2-TZVPD basis).

```
5
Cl2HOP the ωB97M-V functional and the def2-TZVPD basis
O 1.18 0.98 0.52
P 2.26 0.06 0.81
Cl 1.53 -1.60 -0.24
Cl -2.43 0.79 -0.25
H -2.54 -0.22 -0.84
```

LUMO level in eV: -1.189
SMILES: O=PCl.Cl
Spin multiplicity: 1

---

Most favorable structure: arrangement w. The second most favorable one is 0.0279 hartree above it.

---

Arrangement w

Entry from the OMol25 dataset: a 5-piece molecular cluster, C2H12O4 overall (the ωB97M-V functional and the def2-TZVPD basis).

```
18
C2H12O4 the ωB97M-V functional and the def2-TZVPD basis
C 0.99 0.15 2.27
C -0.18 -0.61 2.59
H 1.90 -0.34 2.60
H 1.00 1.17 1.87
H -1.19 -0.40 2.24
H 0.02 -1.57 3.04
H -1.58 0.65 -0.67
H -2.74 0.28 -1.64
O -2.29 0.00 -0.83
H -0.97 -1.26 -1.34
H -0.38 -2.57 -1.19
O -0.29 -1.81 -1.78
H 1.86 0.70 -2.53
H 1.40 -0.58 -1.63
O 1.94 0.22 -1.70
H 0.01 2.20 0.30
H 0.62 1.59 -0.91
O -0.12 2.18 -0.68
```

LUMO level (spin up / spin down) in eV: 3.442 / 3.358
Spin multiplicity: 2
Net charge: -1

---

Arrangement x

Entry from the OMol25 dataset: a 4-piece molecular cluster, C2H12O4 overall (the ωB97M-V functional and the def2-TZVPD basis).

```
18
C2H12O4 the ωB97M-V functional and the def2-TZVPD basis
C -0.17 1.82 -1.05
O -0.39 0.80 -2.07
C 1.33 2.01 -0.77
H -0.65 2.67 -1.49
H -0.60 1.43 -0.12
H -0.21 -0.03 -1.60
H 1.51 3.04 -0.46
H 1.72 1.32 -0.03
H 1.88 1.85 -1.70
H 0.71 -1.73 2.34
H 1.74 -1.31 1.31
O 1.55 -1.25 2.25
H -1.71 -3.00 -0.33
H -1.37 -1.80 -1.36
O -1.25 -2.14 -0.47
H -1.05 -0.56 1.76
H -1.73 -1.79 1.51
O -1.31 -1.34 2.28
```

LUMO level (spin up / spin down) in eV: 3.643 / 3.490
Spin multiplicity: 2
Net charge: -1

---

Most favorable structure: arrangement x. The second most favorable one is 0.0406 hartree above it.

---

Arrangement w

Entry from the OMol25 dataset: a 2-piece molecular cluster, C6H4O overall (the ωB97M-V functional and the def2-TZVPD basis).

```
11
C6H4O the ωB97M-V functional and the def2-TZVPD basis
C -1.87 -0.33 -0.73
C -1.14 0.76 -0.52
C -0.24 1.60 -0.20
C 0.89 1.63 0.48
O 1.84 1.96 1.05
H -2.75 -0.49 -0.12
H -1.86 -0.82 -1.69
C 0.81 -1.09 0.45
C 2.01 -1.17 0.73
H -0.40 -1.04 0.05
H 3.07 -1.28 0.97
```

LUMO level in eV: -0.558
SMILES: C=C=C=C=O.C#C
Spin multiplicity: 1

---

Arrangement x

Entry from the OMol25 dataset: an isolated molecule of C6H4O (the ωB97M-V functional and the def2-TZVPD basis).

```
11
C6H4O the ωB97M-V functional and the def2-TZVPD basis
C -2.33 -0.15 -0.79
C -0.99 0.10 -0.26
C 0.11 0.31 0.19
C 1.42 0.62 0.73
O 1.69 1.64 1.31
C 2.18 -1.42 1.20
C 2.55 -0.41 0.48
H -2.61 0.65 -1.49
H -3.05 -0.15 0.03
H -2.38 -1.11 -1.31
H 3.42 -0.08 -0.07
```

LUMO level in eV: -1.083
Spin multiplicity: 1

---

Most favorable structure: arrangement x. The second most favorable one is 0.0118 hartree above it.

---

Arrangement w

Entry from the OMol25 dataset: an isolated molecule of C6H4O (the ωB97M-V functional and the def2-TZVPD basis).

```
11
C6H4O the ωB97M-V functional and the def2-TZVPD basis
C 2.90 -0.10 0.02
C 1.81 -0.13 -0.48
C 0.39 -0.06 -0.34
C -0.40 0.98 0.05
C -1.70 0.40 0.18
C -1.58 -0.93 -0.07
O -0.29 -1.23 -0.36
H 3.79 -0.06 0.61
H -0.08 2.00 0.19
H -2.61 0.94 0.38
H -2.24 -1.77 -0.12
```

LUMO level in eV: 0.919
SMILES: C#Cc1ccco1
Spin multiplicity: 1

---

Arrangement x

Entry from the OMol25 dataset: an isolated molecule of C6H4O (the ωB97M-V functional and the def2-TZVPD basis).

```
11
C6H4O the ωB97M-V functional and the def2-TZVPD basis
C 3.01 -1.03 -0.09
C 2.00 -0.22 -0.09
C 0.56 -0.11 0.00
C -0.25 0.94 0.30
C -1.59 0.46 0.17
C -1.49 -0.85 -0.20
O -0.18 -1.21 -0.30
H 2.60 0.70 -0.27
H 0.07 1.93 0.59
H -2.51 1.01 0.32
H -2.21 -1.62 -0.42
```

LUMO level in eV: -0.118
Spin multiplicity: 1

---

Most favorable structure: arrangement w. The second most favorable one is 0.0567 hartree above it.

---

Arrangement w

Entry from the OMol25 dataset: an isolated molecule of C6H4O (the ωB97M-V functional and the def2-TZVPD basis).

```
11
C6H4O the ωB97M-V functional and the def2-TZVPD basis
C 3.10 -0.91 0.69
C 2.19 -0.14 0.87
C 1.06 0.76 1.10
O 1.05 1.56 2.00
C -0.07 0.56 0.20
C -1.06 0.30 -0.42
C -2.30 -0.06 -1.11
H 3.90 -1.60 0.54
H -2.40 0.48 -2.06
H -3.16 0.18 -0.48
H -2.31 -1.13 -1.33
```

LUMO level in eV: -0.259
SMILES: C#CC(=O)C#CC
Spin multiplicity: 1

---

Arrangement x

Entry from the OMol25 dataset: an isolated molecule of C6H4O (the ωB97M-V functional and the def2-TZVPD basis).

```
11
C6H4O the ωB97M-V functional and the def2-TZVPD basis
C 3.27 -0.55 -0.32
C 2.06 -0.51 0.02
C 0.66 -0.34 0.17
C -0.03 0.85 0.44
C -1.41 0.61 0.12
C -1.47 -0.69 -0.24
O -0.24 -1.27 -0.26
H 1.15 0.60 -0.56
H 0.42 1.71 0.92
H -2.23 1.31 0.18
H -2.30 -1.35 -0.48
```

LUMO level in eV: -0.338
Spin multiplicity: 1

---

Arrangement y

Entry from the OMol25 dataset: a 2-piece molecular cluster, C6H4O overall (the ωB97M-V functional and the def2-TZVPD basis).

```
11
C6H4O the ωB97M-V functional and the def2-TZVPD basis
C -0.45 1.57 1.59
C 0.22 0.52 1.85
C 0.76 -0.31 0.89
C -0.06 -1.31 0.26
C -0.39 -0.72 -0.93
C 0.29 0.54 -0.98
O 1.35 0.45 -0.08
H -0.52 1.33 0.14
H -0.55 -2.12 0.77
H -1.14 -1.05 -1.63
H 0.50 1.11 -1.88
```

LUMO level in eV: -0.795
Spin multiplicity: 1

---

Most favorable structure: arrangement w. The second most favorable one is 0.1184 hartree above it.